Record 1
Computed, not measured: a structure of composition C50H42BrN4O5SV at a distorted geometry, with ωB97M-V/def2-TZVPD.

XYZ file:
```
104
Properties=species:S:1:pos:R:3
V 0.249 0.543 -0.076
O 0.191 0.637 -1.780
C -0.529 0.558 -2.953
C -1.839 -0.169 -2.608
C -2.593 0.436 -1.457
C -3.905 0.848 -1.637
C -4.659 1.226 -0.540
C -4.082 1.116 0.711
C -2.756 0.716 0.836
C -2.195 0.421 2.206
C -0.848 1.084 2.590
O 0.025 0.891 1.548
C -0.972 2.589 2.916
C -2.057 3.369 2.535
C -2.111 4.723 2.847
C -1.067 5.329 3.525
C 0.032 4.566 3.896
C 0.069 3.212 3.605
C -0.332 0.370 3.846
C -1.055 0.409 5.036
C -0.566 -0.202 6.180
C 0.658 -0.858 6.150
C 1.379 -0.902 4.966
C 0.885 -0.295 3.819
N -1.996 0.445 -0.246
C 0.289 -0.245 -3.982
C 1.591 0.171 -4.255
C 2.391 -0.525 -5.144
C 1.900 -1.655 -5.788
C 0.610 -2.078 -5.522
C -0.188 -1.381 -4.621
C -0.775 1.935 -3.581
C -1.781 2.146 -4.522
C -1.926 3.376 -5.146
C -1.057 4.418 -4.851
C -0.042 4.213 -3.928
C 0.092 2.983 -3.300
H -1.535 -1.169 -2.296
H -2.501 -0.254 -3.469
H -4.337 0.840 -2.629
H -5.685 1.552 -0.654
H -4.661 1.321 1.602
H -1.990 -0.651 2.227
H -2.949 0.649 2.960
H -2.877 2.928 1.989
H -2.976 5.303 2.546
H -1.110 6.385 3.764
H 0.868 5.022 4.412
H 0.925 2.624 3.910
H -2.001 0.937 5.080
H -1.137 -0.156 7.100
H 1.046 -1.325 7.047
H 2.332 -1.414 4.930
H 1.439 -0.333 2.892
H 1.996 1.029 -3.737
H 3.403 -0.187 -5.327
H 2.527 -2.207 -6.477
H 0.219 -2.963 -6.010
H -1.184 -1.753 -4.416
H -2.456 1.344 -4.793
H -2.713 3.518 -5.876
H -1.165 5.377 -5.342
H 0.646 5.016 -3.690
H 0.882 2.815 -2.580
O -0.177 7.476 -0.204
C -0.084 6.126 -0.095
C -1.052 5.263 -0.584
C -0.862 3.906 -0.425
N 0.212 3.366 0.156
C 1.093 4.217 0.655
Br 2.536 3.504 1.664
C 1.019 5.595 0.559
H -0.977 7.694 -0.695
H -1.939 5.635 -1.083
H -1.601 3.198 -0.785
H 1.765 6.239 0.998
S 6.489 -0.391 -1.803
C 4.880 -0.044 -1.201
C 4.254 -0.876 -0.233
C 3.009 -0.571 0.230
N 2.273 0.517 -0.183
C 2.929 1.355 -1.053
C 4.170 1.126 -1.569
C 7.449 0.164 -0.393
C 7.507 1.514 -0.057
C 8.197 1.889 1.082
N 8.822 1.032 1.894
C 8.755 -0.255 1.564
C 8.092 -0.739 0.445
H 4.763 -1.757 0.139
H 2.536 -1.204 0.971
H 2.391 2.251 -1.340
H 4.612 1.840 -2.254
H 7.012 2.249 -0.677
H 8.263 2.935 1.364
H 9.261 -0.938 2.240
H 8.073 -1.798 0.225
C -0.199 -3.605 -0.786
O 0.046 -2.208 -0.924
C 0.048 -1.420 0.231
O -0.126 -1.987 1.303
H -1.056 -3.867 -1.411
H -0.406 -3.845 0.256
H 0.679 -4.155 -1.127
```

Computed properties:
Strongest force on any atom = 5.06 eV/A
Multiplicity = 2
Frontier orbital gap (alpha / beta) = 3.67 / 5.55 eV
Highest occupied orbital energy (alpha / beta) = -1.7 / -3.6 eV
Total charge = -1

Record 2
Computed, not measured: a structure of composition C50H42I2MnN5O2P2, with ωB97M-V/def2-TZVPD.

XYZ file:
```
104
Properties=species:S:1:pos:R:3
Mn 0.030 -0.031 0.113
I 1.956 2.372 -3.950
C 0.248 2.808 -2.855
C -0.469 3.991 -3.114
C -1.537 4.362 -2.346
I -2.511 6.155 -2.779
C -1.942 3.554 -1.253
C -3.019 3.828 -0.386
C -3.297 2.968 0.639
C -2.476 1.850 0.837
N -1.448 1.566 0.066
C -1.205 2.379 -0.999
C -0.106 1.969 -1.817
O 0.494 0.847 -1.516
H -0.150 4.622 -3.933
H -3.619 4.716 -0.542
H -4.120 3.150 1.316
H -2.671 1.179 1.664
O 2.775 -1.095 1.785
C 3.176 -2.364 1.446
C 4.057 -3.087 2.239
C 4.407 -4.369 1.855
C 3.874 -4.926 0.698
C 2.961 -4.209 -0.053
C 2.592 -2.913 0.314
P 1.284 -2.015 -0.606
C 0.146 -3.446 -0.800
C -0.125 -4.087 -2.002
C -0.939 -5.216 -2.028
C -1.469 -5.724 -0.855
C -1.189 -5.097 0.355
C -0.394 -3.965 0.380
C 2.012 -1.773 -2.252
C 3.384 -1.858 -2.463
C 3.909 -1.649 -3.733
C 3.067 -1.366 -4.796
C 1.698 -1.256 -4.585
C 1.176 -1.438 -3.318
C 3.654 -0.043 1.801
C 5.034 -0.156 1.747
C 5.801 0.994 1.873
C 5.204 2.232 2.055
C 3.821 2.330 2.059
C 3.028 1.197 1.901
P 1.209 1.257 1.787
C 0.680 0.901 3.501
C 1.576 0.412 4.448
C 1.139 0.074 5.722
C -0.195 0.221 6.068
C -1.096 0.710 5.133
C -0.662 1.038 3.859
C 0.969 3.047 1.533
C 1.548 3.598 0.387
C 1.418 4.950 0.116
C 0.688 5.763 0.975
C 0.118 5.224 2.117
C 0.270 3.872 2.406
H 4.451 -2.650 3.147
H 5.095 -4.939 2.465
H 4.156 -5.925 0.395
H 2.520 -4.657 -0.935
H 0.303 -3.721 -2.925
H -1.138 -5.708 -2.972
H -2.086 -6.613 -0.876
H -1.580 -5.503 1.280
H -0.162 -3.495 1.331
H 4.049 -2.099 -1.644
H 4.977 -1.720 -3.889
H 3.476 -1.216 -5.786
H 1.041 -1.006 -5.408
H 0.112 -1.310 -3.151
H 5.512 -1.116 1.618
H 6.880 0.912 1.840
H 5.810 3.119 2.173
H 3.353 3.300 2.158
H 2.624 0.302 4.203
H 1.849 -0.303 6.447
H -0.530 -0.040 7.063
H -2.138 0.838 5.397
H -1.369 1.426 3.139
H 2.121 2.968 -0.285
H 1.882 5.366 -0.769
H 0.573 6.817 0.755
H -0.433 5.859 2.799
H -0.151 3.473 3.319
C -4.309 -4.252 2.430
C -5.167 -3.592 1.355
C -4.931 -4.219 -0.016
C -4.969 -2.075 1.343
N -3.642 -1.669 0.870
C -3.166 -1.546 -0.379
N -1.896 -1.257 -0.297
N -1.614 -1.193 1.015
N -2.647 -1.436 1.729
H -4.469 -5.331 2.435
H -4.547 -3.871 3.424
H -3.247 -4.075 2.246
H -6.221 -3.727 1.614
H -3.870 -4.227 -0.276
H -5.482 -3.700 -0.804
H -5.268 -5.256 -0.014
H -5.055 -1.667 2.348
H -5.701 -1.584 0.704
H -3.747 -1.658 -1.278
```

Computed properties:
Strongest force on any atom = 0.95 eV/A
Energy relative to the best compared isomer or geometry (same formula, charge and spin) = 4.9 kcal/mol
Multiplicity = 2
Frontier orbital gap (alpha / beta) = 7.20 / 7.27 eV
Highest occupied orbital energy (alpha / beta) = -9.6 / -9.6 eV
Total charge = +1

Record 3
Computed, not measured: a structure of composition C50H43CoN8OS2Te, with ωB97M-V/def2-TZVPD.

XYZ file:
```
106
Properties=species:S:1:pos:R:3
Co 0.141 -1.205 0.398
C -0.357 0.225 -3.633
C -0.657 -0.160 -2.330
N 0.282 -0.645 -1.530
C 1.532 -0.748 -2.031
C 1.803 -0.365 -3.332
N 0.864 0.126 -4.135
C 2.519 -1.320 -1.095
C 3.818 -1.695 -1.380
C 4.555 -2.360 -0.400
C 3.978 -2.570 0.851
C 2.689 -2.125 1.080
N 1.993 -1.533 0.109
C 1.919 -2.213 2.335
C 2.356 -2.793 3.505
N 1.595 -2.823 4.602
C 0.402 -2.266 4.523
C -0.066 -1.665 3.350
N 0.692 -1.646 2.265
C 5.913 -2.867 -0.695
C 6.822 -2.115 -1.429
C 8.078 -2.647 -1.680
N 8.462 -3.850 -1.263
C 7.585 -4.567 -0.567
C 6.308 -4.125 -0.255
H -1.132 0.619 -4.278
H -1.659 -0.083 -1.932
H 2.802 -0.453 -3.741
H 4.235 -1.552 -2.367
H 4.538 -3.068 1.630
H 3.334 -3.253 3.574
H -0.223 -2.295 5.406
H -1.040 -1.207 3.279
H 6.576 -1.121 -1.780
H 8.810 -2.078 -2.241
H 7.916 -5.548 -0.245
H 5.627 -4.768 0.289
S -2.221 -3.389 2.136
C -0.873 -3.947 1.316
N -0.267 -3.422 0.244
C 0.746 -4.258 -0.224
C 1.422 -4.114 -1.434
C 2.450 -4.986 -1.753
C 2.802 -6.023 -0.890
C 2.091 -6.225 0.283
C 1.060 -5.350 0.599
S -0.073 -5.406 1.913
H 1.110 -3.350 -2.135
H 2.971 -4.877 -2.697
H 3.603 -6.700 -1.157
H 2.320 -7.063 0.929
C -5.044 7.498 2.029
C -4.312 6.186 1.999
C -2.928 6.130 1.930
C -2.245 4.920 1.885
C -0.736 4.987 1.854
C -2.980 3.722 1.887
Te -1.793 1.949 1.697
N -1.491 -0.299 0.762
C -2.685 -0.151 0.397
O -3.284 1.054 0.763
C -3.601 -1.029 -0.354
C -3.089 -2.182 -0.949
C -3.930 -3.024 -1.656
C -5.283 -2.730 -1.759
C -5.796 -1.589 -1.157
C -4.958 -0.735 -0.459
C -0.688 2.545 0.006
C -1.288 3.148 -1.104
C -2.749 3.495 -1.233
C -0.459 3.487 -2.175
C 0.908 3.255 -2.168
C 1.765 3.615 -3.348
C 1.468 2.671 -1.036
C 0.696 2.317 0.059
C 1.388 1.756 1.275
C -4.368 3.748 2.067
C -5.252 2.547 2.304
C -5.003 4.986 2.090
H -4.356 8.338 1.954
H -5.610 7.603 2.956
H -5.755 7.564 1.205
H -2.357 7.052 1.921
H -0.403 5.913 2.320
H -0.342 4.964 0.837
H -0.260 4.176 2.415
H -2.045 -2.435 -0.819
H -3.533 -3.924 -2.108
H -5.940 -3.395 -2.303
H -6.852 -1.366 -1.228
H -5.356 0.155 0.009
H -3.401 2.842 -0.663
H -3.045 3.440 -2.281
H -2.922 4.520 -0.897
H -0.911 3.950 -3.046
H 1.209 4.198 -4.080
H 2.128 2.713 -3.849
H 2.635 4.194 -3.036
H 2.539 2.495 -1.000
H 2.338 1.300 0.998
H 0.800 0.996 1.792
H 1.609 2.549 1.994
H -4.707 1.633 2.516
H -5.887 2.360 1.435
H -5.910 2.753 3.148
H -6.081 5.006 2.215
```

Computed properties:
Strongest force on any atom = 0.49 eV/A
Energy relative to the best compared isomer or geometry (same formula, charge and spin) = 0.0 kcal/mol
Multiplicity = 2
Frontier orbital gap (alpha / beta) = 5.51 / 5.46 eV
Highest occupied orbital energy (alpha / beta) = -9.2 / -9.2 eV
Total charge = +1

Record 4
Computed, not measured: a structure of composition C50H46Cl2Ge2N9OPbS4, with ωB97M-V/def2-TZVPD.

XYZ file:
```
115
Properties=species:S:1:pos:R:3
Pb -0.507 -0.713 0.490
Cl 0.169 3.438 -0.964
C -0.117 2.263 -2.192
C -0.962 2.620 -3.256
C -1.235 1.727 -4.248
Cl -2.155 2.223 -5.622
C -0.808 0.384 -4.116
C -1.198 -0.640 -5.006
C -0.884 -1.944 -4.743
C -0.187 -2.235 -3.574
N 0.248 -1.279 -2.767
C 0.012 0.050 -3.016
C 0.528 1.034 -2.122
O 1.513 0.812 -1.266
H -1.353 3.628 -3.304
H -1.780 -0.379 -5.880
H -1.197 -2.749 -5.393
H 0.008 -3.249 -3.251
N -0.600 2.983 1.689
C 0.663 2.411 1.830
C 1.621 3.231 2.452
C 2.893 2.760 2.649
C 3.214 1.470 2.224
C 2.225 0.734 1.632
N 0.964 1.177 1.439
C -1.787 2.687 1.023
C -2.811 3.644 1.131
C -4.000 3.427 0.485
C -4.164 2.266 -0.274
C -3.113 1.388 -0.321
N -1.945 1.578 0.319
H -0.638 3.892 2.118
H 1.349 4.231 2.770
H 3.634 3.383 3.132
H 4.206 1.061 2.356
H 2.420 -0.281 1.295
H -2.654 4.545 1.713
H -4.800 4.152 0.567
H -5.080 2.062 -0.810
H -3.182 0.469 -0.900
N 1.696 -2.487 -1.297
C 0.760 -1.660 -1.397
H 2.079 -2.805 -2.198
S -7.903 -3.789 -0.221
C -6.320 -3.429 -0.113
S -5.230 -3.223 -1.444
C -3.933 -2.840 -0.351
N -4.324 -2.865 0.943
N -5.592 -3.182 1.054
C -6.145 -3.236 2.383
C -6.089 -2.088 3.155
C -6.645 -2.109 4.424
C -7.245 -3.268 4.901
C -7.289 -4.411 4.112
C -6.736 -4.402 2.841
S -2.389 -2.548 -0.904
H -5.639 -1.188 2.754
H -6.626 -1.215 5.034
H -7.692 -3.277 5.886
H -7.762 -5.311 4.482
H -6.766 -5.286 2.217
C 6.424 -0.487 -2.083
Ge 4.900 -1.230 -1.102
C 5.127 -1.259 0.831
C 4.694 -3.063 -1.709
Ge 3.380 0.610 -1.751
C 4.036 2.254 -0.964
C 5.201 2.216 -0.193
C 5.682 3.361 0.431
C 4.996 4.559 0.298
C 3.844 4.614 -0.474
C 3.369 3.471 -1.100
C 3.160 0.656 -3.679
C 3.532 -0.445 -4.449
C 3.307 -0.462 -5.822
C 2.711 0.630 -6.438
C 2.356 1.744 -5.687
C 2.578 1.756 -4.317
H 7.260 -1.187 -2.028
H 6.752 0.475 -1.698
H 6.156 -0.359 -3.133
H 6.029 -1.837 1.043
H 4.283 -1.771 1.294
H 5.239 -0.268 1.264
H 5.556 -3.596 -1.304
H 4.726 -3.141 -2.797
H 3.785 -3.517 -1.326
H 5.743 1.293 -0.071
H 6.591 3.317 1.016
H 5.363 5.451 0.789
H 3.313 5.551 -0.591
H 2.475 3.537 -1.702
H 4.015 -1.297 -3.979
H 3.598 -1.325 -6.410
H 2.536 0.618 -7.507
H 1.913 2.607 -6.171
H 2.304 2.636 -3.747
N -1.507 -4.323 2.434
C -1.045 -3.109 2.753
S 0.532 -2.685 2.257
N -1.882 -2.326 3.446
C -1.759 -1.014 4.008
C -0.589 -0.271 4.091
C -0.628 0.998 4.660
C -1.808 1.530 5.155
C -2.966 0.766 5.100
C -2.940 -0.495 4.533
H -0.909 -4.932 1.903
H -2.428 -4.642 2.688
H -2.813 -2.702 3.570
H 0.353 -0.674 3.761
H 0.293 1.563 4.730
H -1.823 2.515 5.602
H -3.891 1.146 5.515
H -3.844 -1.094 4.513
```

Computed properties:
Strongest force on any atom = 0.97 eV/A
Energy relative to the best compared isomer or geometry (same formula, charge and spin) = 37.3 kcal/mol
Multiplicity = 2
Frontier orbital gap (alpha / beta) = 6.76 / 4.67 eV
Highest occupied orbital energy (alpha / beta) = -12.2 / -12.2 eV
Total charge = +2